[1]
The molecule C7H11Cl. Source: the Open Molecules 2025 dataset; level of theory: ωB97M-V/def2-TZVPD.

Structure (ORCA input):
```
! wB97M-V def2-TZVPD RIJCOSX def2/J DEFGRID3
* xyz 0 1
C 1.61 1.67 0.48
C 0.90 0.38 0.11
Cl 2.02 -0.96 -0.32
C -0.38 -0.06 0.78
C -1.52 -1.08 0.80
C -2.59 -0.26 -0.07
C -1.82 0.90 -0.77
C -0.37 0.34 -0.71
H 2.29 1.56 1.38
H 0.79 2.38 0.81
H 2.17 2.04 -0.39
H -0.66 0.79 1.43
H -1.26 -2.00 0.27
H -1.81 -1.36 1.82
H -3.38 0.12 0.64
H -3.12 -0.86 -0.84
H -1.85 1.83 -0.22
H -2.20 1.04 -1.80
H -0.33 -0.57 -1.36
*
```

Energy relative to the best compared isomer or geometry (same formula, charge and spin) ... 57.1 kcal per mole
Gap between HOMO and LUMO ... 9.73 eV
Lowest unoccupied orbital energy ... 0.9978 eV

Atom charges from the Löwdin analysis, given in e for atoms 1 to 4: atom 1 (C): -0.088, atom 2 (C): -0.763, atom 3 (Cl): 0.638, atom 4 (C): -0.256



[2]
A cluster of 16 separate species, H33O16 in total. Source: the Open Molecules 2025 dataset; level of theory: ωB97M-V/def2-TZVPD.

Structure (ORCA input):
```
! wB97M-V def2-TZVPD RIJCOSX def2/J DEFGRID3
* xyz 1 1
O -2.93 -0.12 1.52
H -2.77 0.70 2.00
H -2.77 -0.85 2.17
O 2.20 3.96 -1.57
H -1.43 -0.71 -1.97
H -4.39 2.89 -3.50
O -1.49 -0.76 -2.93
H 5.49 -1.29 0.17
H -1.24 2.34 -4.96
O -1.15 0.40 -0.08
H -2.02 0.29 0.58
H -1.25 -2.14 -1.31
O 4.57 -0.98 0.19
H 2.91 3.64 -2.13
H 4.91 -0.09 0.01
O 1.99 -4.44 -2.57
H 2.88 -4.45 -2.24
H -0.74 0.94 -4.54
O 1.58 -1.26 2.18
H -0.34 -0.03 0.21
H 2.20 -1.16 2.90
O -0.17 4.90 1.93
H 2.25 -4.97 0.93
H 0.77 5.06 2.13
O -1.50 1.42 -4.88
H -1.07 1.37 -0.38
O -4.10 2.92 -2.58
H -1.91 -0.21 4.40
H -4.38 3.72 -2.13
O -1.75 -0.65 3.55
H -0.79 -0.59 3.50
H 1.36 -3.20 3.47
O -1.84 2.39 -1.37
H -2.24 -0.21 -3.17
H 2.48 -4.09 3.92
O -1.56 -2.04 -0.41
H -2.10 -2.81 -0.20
H -1.94 2.32 -2.33
O 2.05 -3.27 4.13
H -2.73 2.03 -1.20
H 1.72 -5.36 -2.49
O 2.43 -4.68 1.82
H 1.88 -1.83 1.47
H 3.37 -4.51 1.87
O 0.54 2.39 0.74
H 0.79 2.64 1.62
H 2.02 3.20 -1.01
H -0.23 4.10 2.47
H 0.45 3.08 0.09
*
```

Energy relative to the best compared isomer or geometry (same formula, charge and spin) ... 94.4 kcal per mole
Gap between HOMO and LUMO ... 10.35 eV
Lowest unoccupied orbital energy ... -2.8417 eV

Atom charges from the Löwdin analysis, given in e for atoms 1 to 4: atom 1 (O): 0.007, atom 2 (H): 0.087, atom 3 (H): 0.078, atom 4 (O): -0.043



[3]
A cluster of 2 separate species, C5H11ClNP in total. Source: the Open Molecules 2025 dataset; level of theory: ωB97M-V/def2-TZVPD.

Structure (ORCA input):
```
! wB97M-V def2-TZVPD RIJCOSX def2/J DEFGRID3
* xyz 0 1
C -0.02 0.03 2.25
C -0.21 0.28 1.00
C -0.58 1.57 0.43
C -1.34 1.22 -0.80
C -0.49 0.15 -1.41
N 0.04 -0.58 -0.14
P 0.43 -2.29 -0.14
H 0.39 -0.87 2.74
H -0.11 0.74 3.02
H 0.25 2.17 0.24
H -1.09 2.22 1.16
H -2.27 0.50 -0.67
H -1.55 2.09 -1.51
H -0.98 -0.62 -1.99
H 0.31 0.55 -1.94
H 0.43 -2.30 -1.56
H -0.91 -2.94 -0.13
Cl 3.31 -0.99 -0.71
H 4.37 -0.93 0.17
*
```

Energy relative to the best compared isomer or geometry (same formula, charge and spin) ... 24.6 kcal per mole
Gap between HOMO and LUMO ... 8.51 eV
Lowest unoccupied orbital energy ... 0.5949 eV

Atom charges from the Löwdin analysis, given in e for atoms 1 to 4: atom 1 (C): 0.019, atom 2 (C): -0.415, atom 3 (C): -0.179, atom 4 (C): -0.192



[4]
A structure of composition C36H111F6HfN4O38S4. Source: the Open Molecules 2025 dataset; level of theory: ωB97M-V/def2-TZVPD.

Structure (ORCA input):
```
! wB97M-V def2-TZVPD RIJCOSX def2/J DEFGRID3
* xyz -3 1
Hf -2.43 0.48 -3.72
C -3.88 4.40 -4.34
C -4.83 3.24 -4.62
O -4.25 1.96 -4.49
H -3.69 4.47 -3.27
H -4.06 5.40 -4.74
H -2.90 4.16 -4.76
H -5.24 3.47 -5.61
H -5.72 3.41 -4.01
S -0.30 -2.20 -4.76
O 1.12 -1.98 -4.93
O -0.61 -3.40 -3.99
O -0.92 -1.01 -4.22
O -0.98 -2.65 -5.96
S -3.93 -2.04 -4.57
O -5.36 -2.09 -4.56
O -3.27 -3.26 -5.00
O -3.43 -0.86 -5.26
O -3.45 -1.48 -3.32
C 0.63 2.89 -6.43
F 1.03 3.71 -7.36
F 1.56 1.93 -6.33
F 0.46 3.56 -5.30
S -1.12 2.11 -6.94
O -0.88 1.17 -8.07
O -1.54 1.40 -5.76
O -1.94 3.23 -7.36
C -0.02 -1.69 0.10
F 0.81 -0.66 0.11
F 0.27 -2.55 -0.87
F 0.06 -2.33 1.27
S -1.71 -0.90 -0.30
O -1.92 0.10 0.73
O -1.62 -0.30 -1.69
O -2.66 -2.01 -0.20
C 1.58 -2.31 4.11
O 1.54 -1.21 4.98
C 0.89 -0.26 4.33
C 0.83 1.03 5.23
N -0.11 0.93 6.37
C 0.05 2.05 7.22
C -0.99 1.88 8.37
O -0.76 0.95 9.34
C 0.53 1.13 10.07
H 2.14 -2.16 3.19
H 0.60 -2.77 4.07
H 1.93 -3.15 4.72
H -0.15 -0.56 4.20
H 1.34 0.07 3.39
H 0.47 1.78 4.52
H 1.83 1.25 5.61
H 0.19 0.07 6.82
H -0.15 2.97 6.67
H 1.10 2.15 7.48
H -1.96 1.62 7.93
H -1.24 2.89 8.70
H 0.85 0.16 10.45
H 0.44 1.97 10.75
H 1.38 1.35 9.41
C -1.92 8.50 1.45
O -1.97 7.25 0.83
C -2.50 7.40 -0.57
C -2.93 6.04 -1.15
N -1.73 5.11 -1.12
C -1.04 5.28 -2.38
C 0.46 4.95 -2.28
O 0.60 3.54 -2.01
C 1.94 3.17 -1.80
H -1.32 9.23 0.90
H -1.64 8.34 2.49
H -2.94 8.88 1.50
H -1.62 7.56 -1.19
H -3.41 7.99 -0.70
H -3.50 6.17 -2.07
H -3.67 5.56 -0.52
H -1.24 5.52 -0.34
H -1.07 6.30 -2.77
H -1.42 4.86 -3.31
H 0.84 5.49 -1.40
H 0.98 5.34 -3.16
H 2.45 3.77 -1.05
H 2.45 2.96 -2.74
H 1.87 2.17 -1.36
C -1.84 -6.90 0.32
O -0.55 -6.74 -0.35
C -0.02 -5.44 -0.32
C 1.36 -5.48 -1.01
N 1.47 -4.87 -2.30
C 2.75 -4.79 -2.97
C 3.01 -6.14 -3.74
O 2.37 -6.10 -4.98
C 3.23 -6.44 -6.09
H -2.68 -6.87 -0.37
H -1.97 -6.16 1.12
H -1.71 -7.87 0.81
H 0.18 -5.10 0.70
H -0.78 -4.80 -0.76
H 1.70 -6.52 -1.00
H 2.15 -5.03 -0.42
H 1.14 -3.92 -2.25
H 3.46 -4.56 -2.17
H 2.54 -4.02 -3.71
H 2.70 -7.06 -3.25
H 4.09 -6.20 -3.84
H 4.16 -5.87 -6.01
H 2.80 -6.26 -7.07
H 3.57 -7.47 -6.17
C 6.08 -2.91 -0.58
O 4.88 -3.30 0.05
C 3.74 -2.39 0.15
C 4.00 -0.96 0.74
N 4.54 -1.12 2.10
C 4.43 -0.02 3.02
C 5.62 0.97 2.77
O 5.43 1.65 1.53
C 6.29 2.81 1.44
H 6.60 -2.17 0.01
H 5.83 -2.49 -1.55
H 6.69 -3.81 -0.62
H 2.97 -2.97 0.66
H 3.39 -2.09 -0.84
H 3.06 -0.46 1.00
H 4.71 -0.40 0.14
H 5.27 -1.81 2.05
H 4.50 -0.32 4.06
H 3.47 0.47 2.91
H 6.58 0.46 2.86
H 5.53 1.67 3.60
H 7.21 2.69 2.01
H 5.68 3.57 1.91
H 6.52 2.97 0.38
O -4.30 0.52 -2.02
H -4.69 -0.12 -1.43
H -4.71 1.35 -1.78
O -3.12 -5.54 -3.41
H -3.43 -4.84 -2.83
H -3.72 -6.27 -3.24
O -3.18 2.10 1.28
H -2.52 2.30 1.95
H -2.93 1.25 0.94
O -5.05 2.91 -0.87
H -5.79 3.34 -0.45
H -4.45 2.70 -0.15
O -2.52 2.30 -2.08
H -1.87 2.78 -1.57
H -3.34 2.78 -1.94
O -3.84 -4.20 -1.13
H -3.36 -3.40 -0.90
H -4.75 -3.99 -0.91
O -6.86 -0.48 -0.27
H -6.98 -0.16 -1.16
H -7.43 0.08 0.27
O 1.87 0.22 -3.81
H 2.51 0.66 -4.36
H 1.69 -0.61 -4.27
O -5.43 -2.73 0.42
H -4.64 -2.43 0.86
H -5.95 -1.94 0.29
O -0.43 -6.24 -3.68
H -0.49 -7.20 -3.63
H 0.09 -5.99 -2.92
O -0.28 1.48 -3.34
H 0.52 1.02 -3.61
H 0.03 2.16 -2.74
C 5.20 -0.56 -3.32
C 5.85 0.53 -2.45
O 7.03 0.84 -3.19
H 5.88 -1.39 -3.49
H 4.93 -0.16 -4.30
H 4.29 -0.95 -2.86
H 6.35 0.45 -1.48
H 5.24 1.43 -2.43
H 7.34 1.68 -2.86
C 1.79 3.14 2.37
C 2.03 4.49 3.13
O 1.06 4.66 4.14
H 0.79 3.21 1.95
H 1.99 2.30 3.04
H 2.52 2.93 1.58
H 2.17 5.39 2.54
H 3.04 4.30 3.50
H 0.18 4.82 3.79
C -3.17 0.90 4.36
C -3.87 1.01 5.66
O -4.50 2.28 5.71
H -2.81 -0.13 4.31
H -2.21 1.42 4.32
H -3.76 1.03 3.46
H -3.21 0.87 6.51
H -4.64 0.24 5.75
H -5.45 2.23 5.84
C -1.47 -4.47 3.62
C -1.30 -5.23 4.99
O -2.46 -5.14 5.83
H -2.28 -4.91 3.02
H -0.68 -4.53 2.87
H -1.68 -3.42 3.80
H -0.44 -4.88 5.56
H -1.18 -6.26 4.65
H -2.63 -4.20 5.92
*
```

Gap between HOMO and LUMO ... 1.92 eV
Lowest unoccupied orbital energy ... 3.8987 eV

Atom charges from the Löwdin analysis, given in e for atoms 1 to 4: atom 1 (Hf): 1.979, atom 2 (C): -0.118, atom 3 (C): -0.430, atom 4 (O): -0.347



| no. | HOMO energy (eV) |
| --- | --- |
| 1 | -8.730 |
| 2 | -13.189 |
| 3 | -7.918 |
| 4 | 1.981 |